Here is 2 unconnected molecules or ions with the total composition C3H11ClN2Si in a non-equilibrium geometry from OMol25. Energies are from ωB97M-V/def2-TZVPD.

Geometry as ORCA input:
```
! RIJCOSX wB97M-V def2-TZVPD def2/J DEFGRID3
* xyz 0 1
C -0.59 2.89 -1.47
C -0.57 -0.85 1.36
C -0.44 1.47 -2.10
N 1.56 -3.14 2.29
N -0.31 0.10 0.47
Si 0.34 -0.06 -1.23
Cl -0.54 -1.84 -1.78
H -0.66 3.57 -2.29
H -1.58 3.00 -1.01
H 0.31 3.03 -0.76
H -0.56 -1.86 0.99
H 1.24 -3.63 3.07
H -0.59 -0.64 2.34
H 0.03 1.66 -3.02
H -1.53 1.21 -2.30
H 1.92 -2.30 2.63
H 2.29 -3.67 1.81
H -0.31 1.06 1.02
*
```

Results
E = -26668.7242 eV
ΔE to the lowest compared entry with this formula, charge and spin = 3.692 eV
LUMO level (alpha / beta) = -0.008 / -0.058 eV
HOMO level (alpha / beta) = -0.2366 / -0.2358 Ha

---

Here is a molecular structure, C21H27AsKN3O4S2 in a non-equilibrium geometry from OMol25. Energies are from ωB97M-V/def2-TZVPD.

Geometry as ORCA input:
```
! RIJCOSX wB97M-V def2-TZVPD def2/J DEFGRID3
* xyz 0 1
K 0.13 -0.35 0.03
C 4.86 -0.49 -0.02
C 3.47 -1.09 0.08
O 2.54 -0.30 0.29
C 3.32 -2.53 -0.05
C 4.48 -3.34 0.03
C 4.44 -4.70 -0.02
C 3.18 -5.33 -0.16
C 2.04 -4.60 -0.26
C 2.03 -3.16 -0.23
O 0.94 -2.54 -0.37
H 4.76 0.59 -0.10
H 5.40 -0.87 -0.89
H 5.45 -0.72 0.87
H 5.44 -2.86 0.15
H 5.34 -5.29 0.06
H 3.13 -6.41 -0.19
H 1.08 -5.08 -0.38
O 1.54 8.28 -0.34
C 1.19 7.57 -1.52
N -0.15 7.12 -1.42
C -0.60 5.90 -0.98
O -1.79 5.63 -1.03
C 0.40 4.90 -0.51
C 1.44 5.18 0.37
C 2.24 4.14 0.80
C 1.97 2.85 0.33
N 0.98 2.58 -0.51
C 0.22 3.58 -0.91
H 2.41 8.68 -0.46
H 1.85 6.71 -1.67
H 1.27 8.23 -2.39
H -0.89 7.76 -1.64
H 1.60 6.19 0.72
H 3.04 4.30 1.50
H 2.57 2.00 0.65
H -0.62 3.33 -1.56
S -3.57 -3.79 -0.22
C -4.43 -2.63 0.70
C -3.58 -1.66 1.12
N -2.28 -1.81 0.73
C -2.13 -2.89 0.02
H -5.48 -2.72 0.89
H -3.85 -0.80 1.71
H -1.17 -3.19 -0.38
C -4.39 4.00 -1.79
As -4.12 2.91 -0.22
C -3.97 4.16 1.23
C -5.81 2.01 0.06
S -2.52 1.60 -0.38
H -5.32 4.57 -1.70
H -4.44 3.35 -2.66
H -3.54 4.68 -1.88
H -4.86 4.78 1.30
H -3.09 4.78 1.04
H -3.83 3.60 2.15
H -6.62 2.73 0.10
H -5.75 1.46 1.00
H -5.96 1.31 -0.76
*
```

Results
E = -133711.2631 eV
ΔE to the lowest compared entry with this formula, charge and spin = 0.292 eV
LUMO level = 0.282 eV
HOMO level = -0.2429 Ha

---

Here is 2 unconnected molecules or ions with the total composition C5H15N2 from OMol25. Energies are from ωB97M-V/def2-TZVPD.

Geometry as ORCA input:
```
! RIJCOSX wB97M-V def2-TZVPD def2/J DEFGRID3
* xyz 1 1
C -1.98 0.42 -1.87
C -0.58 0.00 -1.60
C 0.51 0.59 -2.07
N -0.46 -1.12 -0.70
H -2.01 1.37 -2.39
H -2.51 -0.30 -2.51
H -2.55 0.52 -0.95
H 1.50 0.25 -1.82
H 0.36 1.42 -2.74
H -1.32 -1.66 -0.70
H -0.07 -0.56 0.84
H 0.29 -1.73 -0.98
C 1.48 -0.95 2.20
N 0.29 -0.15 1.77
C 0.60 1.30 1.55
H 2.06 -1.22 1.33
H 2.09 -0.36 2.87
H 1.15 -1.85 2.71
H -0.44 -0.22 2.47
H 0.68 1.79 2.52
H -0.19 1.73 0.94
H 1.54 1.36 1.02
*
```

Results
E = -8402.0378 eV
ΔE to the lowest compared entry with this formula, charge and spin = 0.639 eV
LUMO level = -2.899 eV
HOMO level = -0.4678 Ha